[1]
A 2-piece molecular cluster, C4H8Cl4 overall at a distorted geometry, computed with the ωB97M-V functional and the def2-TZVPD basis.

* HOMO-LUMO gap: 11.41 eV
* SMILES string: ClCCCl.ClCCCl
* relative energy (zero: lowest compared OMol25 entry of this formula, charge and spin): 2.0 kcal per mole
* LUMO: 0.72 eV

ORCA input file:
```
! wB97M-V def2-TZVPD RIJCOSX def2/J DEFGRID3
* xyz 0 1
Cl -1.0199 1.6193 -0.8352
C -1.0319 0.3736 -2.0877
C -2.0909 -0.6815 -1.9046
Cl -1.7330 -1.7668 -0.5371
H -0.0518 -0.1014 -2.1168
H -1.1506 0.9182 -3.0228
H -2.1440 -1.2548 -2.8341
H -3.0976 -0.2809 -1.7973
Cl 0.1697 -0.8900 3.1717
C 1.0694 -0.4035 1.6691
C 2.0240 0.7185 2.0651
Cl 2.9068 1.2275 0.6036
H 0.3027 -0.0621 0.9868
H 1.6164 -1.2864 1.3678
H 2.7557 0.3281 2.7650
H 1.4749 1.5423 2.5064
*
```

Partial charges, Mulliken, in e: -0.182 -0.570 -0.372 -0.164 0.335 0.364 0.285 0.314 -0.220 -0.005 -0.443 -0.197 -0.155 0.351 0.336 0.322

[2]
C4H8Cl4N3O9V as an isolated structure at a distorted geometry, computed with the ωB97M-V functional and the def2-TZVPD basis.

* HOMO-LUMO gap (alpha / beta): 7.85 / 8.70 eV
* relative energy (zero: lowest compared OMol25 entry of this formula, charge and spin): 33.6 kcal per mole
* LUMO (alpha / beta): -3.03 / -2.17 eV

ORCA input file:
```
! wB97M-V def2-TZVPD RIJCOSX def2/J DEFGRID3
* xyz 0 3
V -1.0464 -0.7032 1.7311
N 0.2866 1.1637 3.0689
O 0.7690 1.7882 3.9826
O 0.7028 0.0561 2.8219
O -0.8134 1.2836 2.4899
N -0.5569 -0.5180 -0.9007
O 0.0966 -0.1883 0.0392
O -0.1272 -0.8054 -1.9875
O -1.6444 -0.7356 -0.4417
N -3.3286 -0.7833 3.1674
O -3.2344 -0.6150 2.0053
O -4.3742 -0.8084 3.7774
O -2.2067 -1.0334 3.6377
Cl 5.4205 -3.8029 -0.5152
C 3.7064 -3.7516 -0.9295
C 3.1611 -2.3106 -1.0792
Cl 3.2958 -1.5536 0.5615
H 3.1606 -4.3632 -0.2110
H 3.7000 -4.2473 -1.9002
H 2.1191 -2.2367 -1.3906
H 3.6327 -1.6931 -1.8436
Cl 0.1119 4.3638 -1.6676
C -0.9093 3.0786 -2.2921
C -2.3518 3.3219 -1.9655
Cl -2.6835 2.9739 -0.2304
H -0.6018 2.1294 -1.8533
H -0.6278 2.9411 -3.3361
H -3.0407 2.6973 -2.5341
H -2.6159 4.3520 -2.2049
*
```

Partial charges, Mulliken, in e: 0.825 1.449 -0.567 -0.587 -0.492 1.673 -0.619 -0.576 -0.803 1.683 -0.702 -0.584 -0.703 -0.171 -0.443 -0.259 -0.177 0.316 0.300 0.110 0.320 -0.180 0.036 -0.491 -0.153 -0.199 0.334 0.295 0.364

[3]
C4H8Cl8 as an isolated structure at a distorted geometry, computed with the ωB97M-V functional and the def2-TZVPD basis.

* HOMO-LUMO gap: 9.92 eV
* relative energy (zero: lowest compared OMol25 entry of this formula, charge and spin): 130.2 kcal per mole
* LUMO: 0.20 eV

ORCA input file:
```
! wB97M-V def2-TZVPD RIJCOSX def2/J DEFGRID3
* xyz 0 1
C 0.8079 3.0499 -1.9899
Cl -0.2107 3.6580 -3.3034
Cl 0.2849 1.4274 -1.5875
H 1.8230 3.0019 -2.3842
H 0.7388 3.7138 -1.1282
C 1.5389 -0.6170 -0.5694
Cl 0.7258 -1.3268 0.9126
Cl 3.3292 -0.9842 -0.6853
H 1.1018 -1.0459 -1.4711
H 1.5320 0.4716 -0.6242
C -1.5777 -2.4901 0.4130
Cl -1.5114 -3.3247 2.0174
Cl -1.7649 -3.5970 -0.8821
H -2.3378 -1.7090 0.4023
H -0.6623 -1.9027 0.3417
C -0.6669 0.2904 2.1889
Cl -2.2731 -0.3036 2.0132
Cl -0.2783 1.5017 1.0387
H -0.5829 0.7686 3.1648
H -0.0163 -0.5823 2.1328
*
```

Partial charges, Mulliken, in e: -0.279 -0.162 -0.160 0.288 0.291 -0.138 -0.277 -0.210 0.359 0.117 0.261 -0.149 -0.194 0.318 -0.225 -0.204 -0.168 -0.120 0.385 0.267

[4]
A 4-piece molecular cluster, C4H8Cl8 overall at a distorted geometry, computed with the ωB97M-V functional and the def2-TZVPD basis.

* HOMO-LUMO gap: 11.14 eV
* SMILES string: ClCCl.ClCCl.ClCCl.ClCCl
* relative energy (zero: lowest compared OMol25 entry of this formula, charge and spin): 9.6 kcal per mole
* LUMO: 0.43 eV

ORCA input file:
```
! wB97M-V def2-TZVPD RIJCOSX def2/J DEFGRID3
* xyz 0 1
C 1.7983 1.3688 -2.9698
Cl 2.0787 2.4688 -1.5490
Cl 0.0312 1.3379 -3.2953
H 2.2353 1.8203 -3.8605
H 2.1558 0.3427 -2.8846
C -3.2983 0.1593 1.6909
Cl -3.4564 1.8267 2.3250
Cl -2.0434 0.0900 0.4350
H -3.1188 -0.5613 2.4888
H -4.2618 -0.0711 1.2361
C 0.8761 0.5967 2.4511
Cl 2.2337 0.4388 3.6253
Cl 1.4557 0.4879 0.7822
H 0.2237 -0.2609 2.6155
H 0.4374 1.5860 2.5811
C 0.5207 -2.1999 -1.0975
Cl 0.8142 -3.3175 0.1904
Cl 0.3893 -2.9999 -2.6731
H -0.3940 -1.6444 -0.8903
H 1.3227 -1.4690 -1.2013
*
```

Partial charges, Mulliken, in e: -0.262 -0.146 -0.144 0.314 0.247 -0.379 -0.154 -0.094 0.283 0.327 -0.261 -0.171 -0.048 0.192 0.296 0.396 -0.146 -0.176 -0.034 -0.041

[5]
A 2-piece molecular cluster, C4H8ClN overall at a distorted geometry, computed with the ωB97M-V functional and the def2-TZVPD basis.

* HOMO-LUMO gap: 8.77 eV
* relative energy (zero: lowest compared OMol25 entry of this formula, charge and spin): 96.4 kcal per mole
* LUMO: 0.07 eV

ORCA input file:
```
! wB97M-V def2-TZVPD RIJCOSX def2/J DEFGRID3
* xyz 0 1
C 0.2929 -0.3444 -1.5747
C -0.6820 -1.1908 1.1227
C 0.1940 1.3054 0.8099
C 0.3057 -0.1753 0.6963
N 0.4207 0.7993 -1.9690
Cl 0.4959 1.0489 -3.7601
H 0.2271 -1.3052 -2.0584
H -1.8592 -0.7798 1.1039
H -0.4842 -1.4986 2.1761
H -0.7536 -2.1120 0.6084
H -0.8145 1.4543 0.2553
H 0.3266 1.6648 1.7467
H 1.0040 1.5595 0.0715
H 1.3266 -0.4261 0.7713
*
```

Partial charges, Mulliken, in e: -0.050 -1.071 -0.947 -0.081 -0.284 -0.199 0.341 0.219 0.311 0.362 0.254 0.441 0.278 0.425

[6]
C4H8ClN as an isolated structure at a distorted geometry, computed with the ωB97M-V functional and the def2-TZVPD basis.

* HOMO-LUMO gap: 10.26 eV
* relative energy (zero: lowest compared OMol25 entry of this formula, charge and spin): 79.5 kcal per mole
* LUMO: 0.92 eV

ORCA input file:
```
! wB97M-V def2-TZVPD RIJCOSX def2/J DEFGRID3
* xyz 0 1
C 0.3655 -0.6721 -0.0352
C -1.0730 -0.3691 0.2731
C -0.6134 0.9838 0.7866
C 0.8589 0.8568 0.1782
H 1.1245 -0.4842 -1.8770
H -0.2425 -2.0014 -1.5840
H 0.8303 -1.1361 0.8536
H -1.6500 -0.1346 -0.7394
H -1.6762 -1.0188 0.9590
H -0.5773 0.8908 1.8927
H -1.1587 1.9326 0.4275
H 1.6717 0.8579 1.1269
N 0.8958 -1.4640 -1.1259
Cl 1.2444 1.7585 -1.1362
*
```

Partial charges, Mulliken, in e: -0.401 -0.615 -0.588 0.123 0.393 0.343 0.205 0.258 0.278 0.209 0.326 0.249 -0.567 -0.213

[7]
C4H8ClN as an isolated structure at a distorted geometry, computed with the ωB97M-V functional and the def2-TZVPD basis.

* HOMO-LUMO gap: 10.43 eV
* relative energy (zero: lowest compared OMol25 entry of this formula, charge and spin): 59.6 kcal per mole
* LUMO: 0.92 eV

ORCA input file:
```
! wB97M-V def2-TZVPD RIJCOSX def2/J DEFGRID3
* xyz 0 1
C 0.9006 -0.2797 1.2068
C -0.9049 1.1967 -0.1239
C -0.0573 -0.7673 -1.3388
C 0.2728 0.3608 -0.5072
N 0.6263 -1.4348 1.5867
Cl 0.9389 -1.8508 3.2365
H 1.3157 0.5904 1.7520
H -1.8686 0.6528 0.0069
H -1.0459 1.8991 -0.8810
H -0.7021 1.7622 0.7587
H -0.0399 -0.4061 -2.3084
H 0.4910 -1.7578 -1.3043
H -1.0508 -0.9437 -1.1108
H 1.1242 0.9783 -0.9732
*
```

Partial charges, Mulliken, in e: -0.079 -1.383 -1.390 0.526 -0.328 -0.142 0.368 0.318 0.413 0.347 0.427 0.301 0.341 0.282

[8]
One molecule with the formula C4H8ClN at a distorted geometry, computed with the ωB97M-V functional and the def2-TZVPD basis.

* HOMO-LUMO gap: 10.70 eV
* SMILES string: NC1(CCl)CC1
* relative energy (zero: lowest compared OMol25 entry of this formula, charge and spin): 13.0 kcal per mole
* LUMO: 1.01 eV

ORCA input file:
```
! wB97M-V def2-TZVPD RIJCOSX def2/J DEFGRID3
* xyz 0 1
C -0.0485 -0.1355 -0.0941
C 1.2748 0.6176 -0.5334
C -0.2079 -0.8368 1.2335
C -0.8898 0.4816 0.9681
H -0.2063 -1.4862 -1.7314
H -1.0143 -0.0368 -1.8387
H 2.0226 0.8669 0.2534
H 1.8536 0.0130 -1.2777
H 0.5164 -1.0575 2.0045
H -0.9738 -1.6375 1.0789
H -1.9658 0.5290 1.0295
H -0.4835 1.3436 1.4423
N -0.7624 -0.8147 -1.1874
Cl 0.8850 2.1533 -1.3477
*
```

Partial charges, Mulliken, in e: 0.630 -0.694 -0.692 -0.706 0.257 0.303 0.325 0.330 0.293 0.271 0.274 0.222 -0.614 -0.198

What is the relative energy (zero: lowest compared OMol25 entry of this formula, charge and spin) in the fifth record? 96.4 kcal per mole

Copy entry 6 word for word.
C4H8ClN as an isolated structure at a distorted geometry, computed with the ωB97M-V functional and the def2-TZVPD basis.

* HOMO-LUMO gap: 10.26 eV
* relative energy (zero: lowest compared OMol25 entry of this formula, charge and spin): 79.5 kcal per mole
* LUMO: 0.92 eV

ORCA input file:
```
! wB97M-V def2-TZVPD RIJCOSX def2/J DEFGRID3
* xyz 0 1
C 0.3655 -0.6721 -0.0352
C -1.0730 -0.3691 0.2731
C -0.6134 0.9838 0.7866
C 0.8589 0.8568 0.1782
H 1.1245 -0.4842 -1.8770
H -0.2425 -2.0014 -1.5840
H 0.8303 -1.1361 0.8536
H -1.6500 -0.1346 -0.7394
H -1.6762 -1.0188 0.9590
H -0.5773 0.8908 1.8927
H -1.1587 1.9326 0.4275
H 1.6717 0.8579 1.1269
N 0.8958 -1.4640 -1.1259
Cl 1.2444 1.7585 -1.1362
*
```

Partial charges, Mulliken, in e: -0.401 -0.615 -0.588 0.123 0.393 0.343 0.205 0.258 0.278 0.209 0.326 0.249 -0.567 -0.213

Look up the relative energy (zero: lowest compared OMol25 entry of this formula, charge and spin) of the third one. 130.2 kcal per mole